ORCA calculation (wB97M-V/def2-TZVPD) on a structure of composition C25H25GaN8O3S.

```
! RIJCOSX wB97M-V def2-TZVPD def2/J DEFGRID3
* xyz 2 1
Ga 0.690 -0.211 -0.551
C 2.860 -2.449 1.032
C 1.866 -3.063 0.098
C 1.647 -4.441 0.114
C 0.697 -4.997 -0.707
C 0.005 -4.181 -1.603
C 0.292 -2.845 -1.608
N 1.188 -2.282 -0.748
C -0.180 -1.904 -2.665
C -0.740 -2.199 -3.894
C -0.751 -1.195 -4.857
C -0.111 0.024 -4.638
C 0.421 0.243 -3.383
N 0.246 -0.668 -2.434
C 1.406 1.277 -2.948
C 1.852 2.297 -3.751
C 2.880 3.108 -3.278
C 3.417 2.869 -2.031
C 2.914 1.830 -1.252
C 3.462 1.542 0.114
N 1.932 1.052 -1.719
H 2.434 -2.370 2.032
H 3.164 -1.456 0.706
H 3.750 -3.074 1.091
H 2.222 -5.057 0.791
H 0.502 -6.060 -0.679
H -0.718 -4.596 -2.290
H -1.104 -3.189 -4.126
H -1.185 -1.398 -5.827
H 0.003 0.739 -5.440
H 1.423 2.457 -4.729
H 3.259 3.916 -3.890
H 4.222 3.479 -1.644
H 4.373 0.946 0.038
H 2.755 0.991 0.739
H 3.717 2.464 0.634
C -4.282 1.037 5.710
C -3.405 0.473 4.629
C -3.247 1.153 3.417
C -2.426 0.657 2.426
C -1.747 -0.540 2.649
C -1.903 -1.251 3.833
C -2.731 -0.730 4.814
S -0.698 -1.199 1.445
O -1.205 -0.847 0.074
O -0.502 -2.589 1.707
O 0.629 -0.415 1.417
H -5.166 1.517 5.291
H -3.736 1.791 6.279
H -4.604 0.265 6.406
H -3.794 2.072 3.249
H -2.358 1.162 1.473
H -1.393 -2.192 3.979
H -2.864 -1.277 5.739
N -1.867 4.460 -1.104
N -1.187 3.459 -0.447
N -0.792 3.600 0.799
C -0.122 2.469 0.987
N -0.104 1.730 -0.122
N -0.807 2.384 -1.045
H -2.386 4.982 -0.406
H -2.460 4.037 -1.808
H 0.352 2.192 1.914
*
```

Output
* HOMO energy: -0.5223 Ha
* HOMO-LUMO gap: 7.8 eV
* strongest force on any atom: 0.47 eV/A
* molecular weight: 587.32 g mol⁻¹